{"formula": "C53H48AsBrF3NO6PS2ScSi", "method": "ωB97M-V/def2-TZVPD", "gap_ev": 5.745, "homo_energy_ha": -0.06947, "total_energy_ev": -268092.36821, "total_charge": -2, "elements": ["Sc", "O", "C", "O", "C", "P", "C", "C", "C", "C", "C", "C", "C", "C", "C", "C", "C", "C", "H", "H", "H", "H", "H", "H", "H", "H", "H", "H", "H", "H", "C", "Si", "C", "C", "C", "C", "C", "C", "N", "C", "S", "H", "H", "H", "H", "H", "H", "H", "H", "H", "H", "H", "H", "C", "C", "C", "C", "C", "C", "H", "H", "H", "H", "H", "F", "C", "F", "F", "S", "O", "O", "O", "Br", "C", "C", "C", "C", "C", "C", "H", "H", "H", "H", "O", "As", "C", "C", "C", "C", "C", "C", "C", "C", "C", "C", "C", "C", "C", "C", "C", "C", "C", "C", "H", "H", "H", "H", "H", "H", "H", "H", "H", "H", "H", "H", "H", "H", "H"], "positions_angstrom": [[-0.314, 0.218, 1.340], [1.339, -1.953, 4.527], [0.532, -1.803, 3.624], [0.421, -0.720, 2.921], [-0.426, -2.936, 3.244], [-1.282, -2.549, 1.662], [-3.022, -2.495, 2.578], [-3.129, -1.473, 3.525], [-4.268, -1.287, 4.290], [-5.362, -2.127, 4.122], [-5.285, -3.149, 3.191], [-4.129, -3.330, 2.439], [-1.755, -4.052, 0.735], [-1.225, -5.315, 0.966], [-1.606, -6.397, 0.188], [-2.511, -6.227, -0.851], [-3.039, -4.967, -1.095], [-2.669, -3.892, -0.302], [-1.144, -3.041, 4.060], [0.149, -3.863, 3.202], [-2.294, -0.791, 3.674], [-4.306, -0.475, 5.006], [-6.264, -1.981, 4.706], [-6.128, -3.818, 3.047], [-4.105, -4.152, 1.733], [-0.483, -5.450, 1.742], [-1.177, -7.374, 0.382], [-2.798, -7.071, -1.468], [-3.739, -4.817, -1.909], [-3.096, -2.912, -0.485], [5.380, 5.056, 2.228], [4.303, 4.287, 0.869], [2.784, 5.380, 0.721], [5.331, 4.339, -0.710], [3.918, 2.536, 1.406], [4.496, 1.985, 2.538], [4.154, 0.703, 2.956], [3.171, 0.041, 2.246], [2.583, 0.540, 1.157], [2.980, 1.740, 0.710], [2.332, 2.360, -0.782], [5.516, 6.121, 2.029], [6.370, 4.598, 2.276], [4.916, 4.960, 3.209], [3.058, 6.425, 0.886], [2.040, 5.098, 1.466], [2.316, 5.279, -0.256], [5.649, 5.357, -0.942], [4.757, 3.948, -1.547], [6.224, 3.722, -0.593], [5.214, 2.556, 3.114], [4.582, 0.251, 3.839], [2.813, -0.925, 2.578], [-5.293, 0.671, 0.066], [-4.367, -0.023, -0.699], [-3.035, -0.070, -0.303], [-2.549, 0.564, 0.856], [-3.525, 1.249, 1.597], [-4.863, 1.307, 1.220], [-6.338, 0.705, -0.227], [-4.680, -0.538, -1.603], [-2.348, -0.648, -0.919], [-3.243, 1.744, 2.521], [-5.576, 1.838, 1.842], [-1.712, 4.598, 3.822], [-1.183, 4.182, 2.660], [-2.187, 3.977, 1.805], [-0.433, 5.180, 2.176], [-0.154, 2.669, 2.930], [-1.024, 1.677, 3.515], [0.951, 3.157, 3.692], [0.166, 2.274, 1.541], [4.321, -4.559, -1.976], [2.889, -3.882, -0.897], [1.702, -3.507, -1.503], [0.666, -3.063, -0.696], [0.742, -2.982, 0.697], [1.974, -3.354, 1.243], [3.048, -3.798, 0.471], [1.600, -3.567, -2.582], [-0.267, -2.783, -1.180], [2.143, -3.309, 2.315], [3.987, -4.081, 0.932], [0.105, -0.011, -0.591], [0.410, 0.752, -2.047], [-0.178, 2.565, -2.289], [-1.161, 3.055, -1.440], [-1.592, 4.364, -1.593], [-1.047, 5.170, -2.583], [-0.067, 4.670, -3.427], [0.372, 3.361, -3.284], [-0.913, -0.180, -3.172], [-2.100, 0.410, -3.585], [-3.047, -0.327, -4.286], [-2.816, -1.662, -4.575], [-1.629, -2.259, -4.170], [-0.684, -1.518, -3.481], [1.989, 0.099, -2.931], [2.104, 0.158, -4.311], [3.237, -0.368, -4.922], [4.215, -0.977, -4.151], [4.073, -1.059, -2.772], [2.965, -0.507, -2.151], [-1.583, 2.429, -0.659], [-2.348, 4.751, -0.923], [-1.379, 6.195, -2.689], [0.370, 5.302, -4.190], [1.161, 2.981, -3.923], [-2.312, 1.444, -3.337], [-3.975, 0.143, -4.586], [-3.561, -2.240, -5.107], [-1.445, -3.305, -4.378], [0.238, -1.993, -3.168], [1.311, 0.586, -4.915], [3.343, -0.315, -5.998], [5.090, -1.401, -4.627], [4.824, -1.558, -2.176], [2.847, -0.545, -1.072]]}

***

{"formula": "C53H48ClP2PdSeSi", "method": "ωB97M-V/def2-TZVPD", "gap_ev": [5.704, 5.705], "relative_energy_kj_mol": 220.0, "homo_energy_ha": [-0.12530, -0.12533], "total_energy_ev": -163547.01159, "total_charge": -1, "elements": ["Pd", "C", "Si", "C", "C", "C", "C", "C", "C", "P", "C", "C", "C", "C", "C", "C", "C", "C", "C", "C", "C", "C", "C", "C", "C", "C", "C", "C", "P", "C", "C", "C", "C", "C", "C", "C", "C", "C", "C", "C", "C", "H", "H", "H", "H", "H", "H", "H", "H", "H", "H", "H", "H", "H", "H", "H", "H", "H", "H", "H", "H", "H", "H", "H", "H", "H", "H", "H", "H", "H", "H", "H", "C", "C", "C", "C", "C", "C", "Se", "C", "C", "C", "H", "H", "H", "H", "H", "H", "H", "H", "H", "H", "H", "Cl", "C", "C", "C", "C", "C", "C", "C", "H", "H", "H", "H", "H", "H"], "positions_angstrom": [[0.770, 0.014, 0.334], [1.851, 0.988, 3.806], [0.594, 0.070, 2.639], [-1.031, 0.931, 3.157], [-1.752, 0.615, 4.297], [-2.817, 1.401, 4.702], [-3.125, 2.552, 3.992], [-2.433, 2.863, 2.834], [-1.423, 2.021, 2.377], [-0.523, 2.190, 0.800], [-1.441, 3.496, -0.087], [-2.835, 3.525, -0.156], [-3.486, 4.484, -0.905], [-2.761, 5.420, -1.626], [-1.376, 5.348, -1.634], [-0.726, 4.383, -0.894], [0.872, 3.248, 1.340], [2.177, 2.971, 0.955], [3.207, 3.818, 1.322], [2.946, 4.927, 2.110], [1.650, 5.192, 2.521], [0.615, 4.367, 2.127], [0.461, -1.660, 3.420], [0.813, -1.838, 4.750], [0.856, -3.093, 5.325], [0.588, -4.210, 4.549], [0.226, -4.051, 3.226], [0.117, -2.777, 2.665], [-0.195, -2.733, 0.867], [-1.625, -3.921, 0.826], [-2.515, -4.076, 1.886], [-3.673, -4.814, 1.732], [-3.980, -5.385, 0.509], [-3.099, -5.246, -0.550], [-1.927, -4.527, -0.388], [-1.367, -1.377, 0.396], [-2.423, -0.866, 1.147], [-3.314, 0.019, 0.565], [-3.195, 0.389, -0.768], [-2.170, -0.143, -1.537], [-1.269, -1.023, -0.964], [1.366, 1.268, 4.737], [2.258, 1.882, 3.348], [2.681, 0.330, 4.040], [-1.465, -0.255, 4.873], [-3.387, 1.134, 5.583], [-3.915, 3.207, 4.340], [-2.690, 3.768, 2.300], [-3.412, 2.804, 0.400], [-4.568, 4.507, -0.934], [-3.271, 6.190, -2.186], [-0.799, 6.046, -2.226], [0.353, 4.314, -0.920], [2.367, 2.080, 0.362], [4.218, 3.621, 0.994], [3.749, 5.589, 2.403], [1.448, 6.051, 3.146], [-0.399, 4.586, 2.428], [1.063, -0.970, 5.340], [1.113, -3.199, 6.371], [0.669, -5.200, 4.979], [0.030, -4.922, 2.614], [-2.301, -3.629, 2.847], [-4.356, -4.922, 2.565], [-4.901, -5.935, 0.383], [-3.335, -5.676, -1.514], [-1.229, -4.429, -1.211], [-2.548, -1.159, 2.180], [-4.121, 0.414, 1.167], [-3.891, 1.090, -1.210], [-2.070, 0.122, -2.583], [-0.529, -1.529, -1.578], [0.427, -0.139, -8.009], [0.739, 0.101, -6.560], [0.967, 1.381, -6.072], [1.196, 1.616, -4.729], [1.464, 3.005, -4.242], [1.201, 0.536, -3.825], [1.428, 0.968, -1.978], [1.052, -0.765, -4.315], [1.189, -1.988, -3.460], [0.808, -0.956, -5.668], [0.711, 0.720, -8.613], [-0.644, -0.311, -8.138], [0.951, -1.017, -8.385], [0.973, 2.216, -6.764], [1.570, 3.704, -5.068], [2.377, 3.001, -3.648], [0.658, 3.346, -3.591], [1.294, -1.740, -2.405], [2.086, -2.535, -3.745], [0.335, -2.654, -3.595], [0.685, -1.969, -6.029], [4.129, -0.679, -2.392], [3.757, -2.047, -1.392], [3.927, -3.308, -1.920], [3.678, -4.430, -1.141], [3.265, -4.265, 0.179], [3.084, -3.010, 0.701], [3.318, -1.832, -0.061], [3.160, -0.552, 0.517], [4.275, -3.412, -2.939], [3.817, -5.417, -1.554], [3.095, -5.132, 0.805], [2.774, -2.879, 1.729], [3.618, 0.285, -0.004], [3.242, -0.505, 1.599]]}